A structure of composition C19H16AsI2InN2O7S, computed with ωB97M-V/def2-TZVPD.

CARTESIAN COORDINATES (ANGSTROEM)
In (-0.04, -1.03, 0.01)
I (-3.73, -1.50, 6.49)
C (-2.80, -1.80, 4.65)
C (-1.68, -2.62, 4.57)
C (-1.08, -2.83, 3.34)
I (0.66, -3.97, 3.21)
C (-1.59, -2.26, 2.16)
O (-1.09, -2.52, 0.97)
C (-2.68, -1.39, 2.28)
C (-3.10, -0.61, 1.06)
N (-1.98, 0.27, 0.62)
C (-1.65, 1.31, 1.59)
C (-0.16, 1.53, 1.74)
C (0.36, 2.78, 2.03)
C (1.73, 2.91, 2.21)
C (2.54, 1.80, 2.09)
C (1.95, 0.59, 1.78)
N (0.63, 0.46, 1.63)
C (-3.29, -1.17, 3.51)
H (-1.28, -3.09, 5.45)
H (-3.99, -0.02, 1.28)
H (-3.31, -1.28, 0.23)
H (-2.22, 0.69, -0.28)
H (-2.01, 0.99, 2.57)
H (-2.13, 2.26, 1.35)
H (-0.30, 3.63, 2.11)
H (2.16, 3.89, 2.42)
H (3.61, 1.87, 2.20)
H (2.54, -0.31, 1.64)
H (-4.14, -0.50, 3.58)
O (3.73, -1.00, -2.19)
As (2.56, -2.33, -1.92)
O (1.45, -1.73, -3.24)
O (1.79, -1.76, -0.49)
C (1.49, -0.58, -3.95)
C (2.39, -0.45, -5.01)
C (2.39, 0.68, -5.81)
C (1.49, 1.71, -5.58)
C (0.59, 1.61, -4.53)
C (0.59, 0.47, -3.73)
S (-0.45, 0.51, -2.32)
O (-1.52, 1.44, -2.53)
O (0.44, 0.87, -1.18)
O (-0.92, -0.87, -2.02)
H (4.51, -1.11, -1.62)
H (3.08, -1.27, -5.19)
H (3.10, 0.75, -6.62)
H (1.49, 2.59, -6.21)
H (-0.12, 2.39, -4.33)

As for the energy: -4789.4450 Ha. As for the lowest unoccupied orbital energy: -0.165 eV. The charge is 0.



A cluster of 4 separate species, C62H58BBr3O10P in total, computed with ωB97M-V/def2-TZVPD.

CARTESIAN COORDINATES (ANGSTROEM)
C (4.66, -5.30, -3.82)
C (3.68, -4.86, -4.92)
O (3.91, -3.54, -5.37)
C (3.01, -2.58, -4.83)
C (3.32, -2.27, -3.37)
O (2.81, -1.06, -2.89)
C (1.44, -0.79, -3.18)
P (0.56, 0.29, -1.79)
C (-0.79, 0.86, -3.14)
C (-1.99, -0.01, -3.05)
C (-3.13, 0.33, -2.32)
C (-4.21, -0.54, -2.22)
C (-4.19, -1.77, -2.88)
C (-3.07, -2.13, -3.64)
C (-3.03, -3.45, -4.36)
C (-2.00, -1.25, -3.71)
C (-0.32, 1.36, -0.37)
C (0.18, 2.74, -0.08)
C (-0.35, 3.84, -1.00)
Br (-0.48, 3.26, 1.82)
B (1.90, 1.66, -2.42)
O (1.55, 2.40, -3.58)
O (3.20, 1.84, -2.00)
C (4.19, 2.08, -3.00)
C (1.70, -0.53, -0.36)
Br (2.74, 0.61, 0.80)
C (1.77, -1.80, 0.01)
C (2.59, -2.41, 1.13)
Br (0.72, -3.16, -0.87)
H (5.39, -4.51, -3.64)
H (4.14, -5.47, -2.87)
H (5.18, -6.22, -4.09)
H (2.65, -4.98, -4.58)
H (3.81, -5.51, -5.79)
H (3.06, -1.68, -5.45)
H (1.99, -2.98, -4.93)
H (3.00, -3.11, -2.74)
H (4.41, -2.22, -3.28)
H (1.41, -0.19, -4.11)
H (0.86, -1.70, -3.38)
H (-0.36, -0.75, -1.44)
H (-1.07, 1.91, -3.00)
H (-0.39, 0.77, -4.15)
H (-3.18, 1.27, -1.79)
H (-5.09, -0.27, -1.64)
H (-5.03, -2.45, -2.81)
H (-2.93, -4.29, -3.67)
H (-2.21, -3.47, -5.07)
H (-3.95, -3.60, -4.94)
H (-1.14, -1.53, -4.31)
H (-0.25, 0.75, 0.54)
H (-1.39, 1.42, -0.59)
H (1.25, 2.83, 0.09)
H (0.41, 4.11, -1.74)
H (-0.56, 4.76, -0.45)
H (-1.27, 3.53, -1.49)
H (0.86, 3.04, -3.41)
H (3.81, 1.92, -4.00)
H (5.02, 1.40, -2.81)
H (4.57, 3.10, -2.91)
H (2.25, -2.04, 2.10)
H (3.64, -2.14, 1.00)
H (2.52, -3.49, 1.11)
C (-3.39, -5.29, 1.90)
C (-3.44, -4.48, 0.77)
C (-4.62, -4.34, 0.07)
C (-5.76, -5.00, 0.49)
C (-5.72, -5.83, 1.61)
C (-4.53, -5.96, 2.32)
C (-6.92, -6.58, 2.07)
O (-6.89, -7.29, 3.05)
C (-8.17, -6.44, 1.27)
C (-9.29, -7.17, 1.64)
C (-10.47, -7.04, 0.91)
C (-10.53, -6.19, -0.18)
C (-9.41, -5.46, -0.56)
C (-8.23, -5.59, 0.16)
C (-7.03, -4.82, -0.28)
O (-7.09, -4.07, -1.23)
H (-2.47, -5.40, 2.46)
H (-2.55, -3.96, 0.44)
H (-4.66, -3.70, -0.81)
H (-4.51, -6.59, 3.20)
H (-9.24, -7.82, 2.49)
H (-11.34, -7.61, 1.20)
H (-11.45, -6.09, -0.74)
H (-9.44, -4.79, -1.41)
C (6.15, 0.67, -0.55)
C (5.99, 1.87, 0.13)
C (7.09, 2.56, 0.60)
C (8.37, 2.05, 0.38)
C (8.53, 0.84, -0.30)
C (7.41, 0.16, -0.77)
C (9.88, 0.25, -0.51)
O (10.03, -0.80, -1.11)
C (11.06, 0.99, 0.03)
C (12.33, 0.44, -0.11)
C (13.43, 1.12, 0.38)
C (13.27, 2.35, 1.01)
C (12.01, 2.89, 1.16)
C (10.90, 2.22, 0.68)
C (9.54, 2.82, 0.88)
O (9.42, 3.89, 1.43)
H (5.27, 0.14, -0.91)
H (4.99, 2.25, 0.30)
H (6.98, 3.49, 1.14)
H (7.55, -0.78, -1.29)
H (12.43, -0.51, -0.61)
H (14.42, 0.69, 0.27)
H (14.14, 2.87, 1.39)
H (11.87, 3.85, 1.65)
C (-8.57, 5.69, 4.88)
C (-8.59, 6.78, 5.75)
C (-7.40, 7.33, 6.19)
C (-6.19, 6.79, 5.77)
C (-6.17, 5.69, 4.92)
C (-7.37, 5.15, 4.47)
C (-4.89, 5.06, 4.48)
O (-4.89, 4.11, 3.73)
C (-3.62, 5.65, 5.00)
C (-2.41, 5.06, 4.65)
C (-1.22, 5.60, 5.11)
C (-1.24, 6.72, 5.93)
C (-2.44, 7.31, 6.29)
C (-3.63, 6.77, 5.83)
C (-4.91, 7.41, 6.25)
O (-4.93, 8.39, 6.96)
H (-9.51, 5.27, 4.53)
H (-9.53, 7.20, 6.08)
H (-7.39, 8.18, 6.86)
H (-7.35, 4.30, 3.80)
H (-2.40, 4.19, 4.01)
H (-0.29, 5.14, 4.83)
H (-0.30, 7.14, 6.29)
H (-2.46, 8.18, 6.92)

As for the energy: -11238.1043 Ha. As for the lowest unoccupied orbital energy: 0.469 eV. The charge is -1.



A structure of composition C44H28AuN5O3, computed with ωB97M-V/def2-TZVPD.

CARTESIAN COORDINATES (ANGSTROEM)
Au (-0.16, -0.18, 0.03)
C (-4.03, 2.51, 5.92)
C (-2.78, 3.10, 5.83)
C (-1.93, 2.78, 4.78)
C (-2.34, 1.87, 3.81)
C (-3.60, 1.28, 3.90)
C (-4.44, 1.59, 4.96)
C (-1.47, 1.47, 2.67)
C (-1.92, 1.82, 1.39)
C (-2.93, 2.80, 1.14)
C (-3.14, 2.81, -0.20)
C (-2.30, 1.81, -0.77)
N (-1.51, 1.27, 0.21)
C (-2.43, 1.31, -2.07)
C (-1.72, 0.22, -2.53)
C (-2.08, -0.50, -3.72)
C (-1.36, -1.65, -3.72)
C (-0.51, -1.62, -2.57)
C (0.37, -2.62, -2.22)
C (0.23, -3.97, -2.84)
C (0.71, -4.31, -4.10)
C (0.51, -5.58, -4.60)
C (-0.19, -6.52, -3.85)
C (-0.68, -6.18, -2.59)
C (-0.46, -4.91, -2.08)
C (1.31, -2.48, -1.19)
N (1.26, -1.57, -0.18)
C (2.27, -1.88, 0.68)
C (2.33, -1.47, 2.02)
C (3.24, -2.24, 2.92)
C (2.70, -3.30, 3.64)
C (3.51, -4.08, 4.45)
C (4.87, -3.79, 4.55)
C (5.41, -2.74, 3.84)
C (4.60, -1.96, 3.02)
C (1.41, -0.60, 2.58)
C (1.29, -0.38, 3.99)
C (0.20, 0.40, 4.19)
C (-0.34, 0.70, 2.89)
N (0.43, 0.10, 1.93)
C (3.05, -2.94, 0.14)
C (2.44, -3.33, -1.02)
N (-0.72, -0.45, -1.88)
C (-3.62, 1.78, -2.85)
C (-4.84, 1.17, -2.59)
C (-5.98, 1.54, -3.29)
C (-5.90, 2.53, -4.26)
C (-4.68, 3.14, -4.53)
C (-3.54, 2.76, -3.83)
H (-4.69, 2.75, 6.75)
H (-2.47, 3.82, 6.58)
H (-0.96, 3.24, 4.70)
H (-3.90, 0.55, 3.15)
H (-5.40, 1.11, 5.03)
H (-3.39, 3.41, 1.90)
H (-3.84, 3.41, -0.76)
H (-2.81, -0.18, -4.44)
H (-1.39, -2.45, -4.44)
H (1.26, -3.57, -4.67)
H (0.89, -5.85, -5.57)
H (-0.37, -7.51, -4.24)
H (-1.24, -6.90, -2.01)
H (-0.86, -4.64, -1.10)
H (1.65, -3.53, 3.54)
H (3.09, -4.91, 5.00)
H (5.50, -4.39, 5.20)
H (6.46, -2.51, 3.92)
H (5.02, -1.14, 2.45)
H (1.95, -0.79, 4.73)
H (-0.22, 0.75, 5.11)
H (3.93, -3.35, 0.60)
H (2.73, -4.11, -1.70)
H (-4.89, 0.39, -1.83)
H (-6.92, 1.05, -3.08)
H (-6.78, 2.82, -4.81)
H (-4.62, 3.91, -5.28)
H (-2.59, 3.24, -4.04)
O (-2.40, -3.92, 1.07)
N (-2.64, -2.70, 1.19)
O (-3.66, -2.28, 1.75)
O (-1.78, -1.86, 0.74)

As for the energy: -2328.5814 Ha. As for the lowest unoccupied orbital energy: -1.749 eV. The charge is 0.



A cluster of 10 separate species, C51H53F7O3 in total, computed with ωB97M-V/def2-TZVPD.

CARTESIAN COORDINATES (ANGSTROEM)
F (7.24, 4.31, -2.68)
C (6.36, 3.43, -2.15)
C (6.85, 2.14, -1.80)
C (6.02, 1.24, -1.23)
C (4.71, 1.61, -0.95)
C (4.23, 2.92, -1.23)
C (5.09, 3.83, -1.89)
H (7.88, 1.94, -2.05)
H (6.36, 0.24, -1.03)
H (4.02, 0.92, -0.47)
H (3.20, 3.11, -0.99)
H (4.77, 4.85, -2.08)
F (-8.11, -1.07, 1.38)
C (-6.77, -0.96, 1.60)
C (-5.95, -0.43, 0.63)
C (-4.62, -0.21, 0.92)
C (-4.06, -0.70, 2.05)
C (-4.87, -1.33, 2.99)
C (-6.27, -1.43, 2.78)
H (-6.38, -0.15, -0.32)
H (-4.00, 0.22, 0.14)
H (-3.02, -0.64, 2.30)
H (-4.42, -1.59, 3.94)
H (-7.00, -1.90, 3.43)
F (-5.09, 2.44, -1.02)
C (-4.16, 3.35, -1.15)
C (-2.87, 2.94, -1.52)
C (-1.82, 3.84, -1.46)
C (-2.06, 5.12, -0.95)
C (-3.34, 5.50, -0.53)
C (-4.37, 4.59, -0.63)
H (-2.67, 1.93, -1.85)
H (-0.84, 3.45, -1.69)
H (-1.23, 5.75, -0.68)
H (-3.50, 6.45, -0.03)
H (-5.37, 4.76, -0.26)
F (1.71, 3.27, -2.80)
C (1.99, 4.18, -3.78)
C (1.40, 5.44, -3.68)
C (1.54, 6.34, -4.74)
C (2.31, 5.96, -5.86)
C (2.99, 4.71, -5.86)
C (2.79, 3.81, -4.82)
H (0.77, 5.71, -2.85)
H (0.96, 7.24, -4.82)
H (2.39, 6.56, -6.76)
H (3.63, 4.48, -6.70)
H (3.21, 2.82, -4.87)
F (-2.10, -3.98, 2.56)
C (-1.89, -5.19, 3.09)
C (-1.40, -6.23, 2.30)
C (-1.23, -7.49, 2.90)
C (-1.54, -7.69, 4.27)
C (-2.09, -6.69, 5.01)
C (-2.19, -5.43, 4.39)
H (-1.04, -6.10, 1.28)
H (-0.95, -8.27, 2.20)
H (-1.28, -8.63, 4.74)
H (-2.33, -6.88, 6.05)
H (-2.53, -4.61, 5.01)
F (2.93, 1.32, 1.71)
C (2.32, 0.45, 2.56)
C (0.95, 0.55, 2.86)
C (0.31, -0.43, 3.65)
C (1.09, -1.50, 4.13)
C (2.43, -1.58, 3.87)
C (3.07, -0.61, 3.07)
H (0.32, 1.34, 2.49)
H (-0.75, -0.39, 3.84)
H (0.58, -2.31, 4.63)
H (3.04, -2.37, 4.28)
H (4.10, -0.57, 2.76)
F (4.40, -2.17, -0.38)
C (3.60, -3.04, -1.08)
C (4.00, -3.35, -2.37)
C (3.23, -4.18, -3.15)
C (2.09, -4.77, -2.61)
C (1.71, -4.53, -1.28)
C (2.50, -3.69, -0.51)
H (4.84, -2.82, -2.80)
H (3.56, -4.22, -4.18)
H (1.38, -5.32, -3.21)
H (0.79, -5.04, -1.00)
H (2.14, -3.47, 0.48)
C (3.10, 5.64, 1.05)
C (1.62, 5.47, 0.77)
C (0.89, 4.20, 1.05)
O (1.01, 6.41, 0.30)
H (3.66, 5.81, 0.13)
H (3.50, 4.78, 1.58)
H (3.19, 6.42, 1.81)
H (1.32, 3.40, 0.45)
H (-0.14, 4.23, 0.70)
H (0.99, 3.84, 2.07)
C (-0.17, -1.84, 0.48)
C (-0.30, -0.39, -0.06)
C (0.90, 0.11, -0.87)
O (-1.33, 0.30, 0.10)
H (0.70, -1.93, 1.13)
H (-0.26, -2.57, -0.32)
H (-1.00, -2.05, 1.15)
H (1.16, -0.56, -1.69)
H (1.79, 0.11, -0.24)
H (0.77, 1.11, -1.28)
C (-5.73, -3.93, -0.13)
C (-4.66, -4.86, -0.69)
C (-3.23, -4.52, -0.39)
O (-4.93, -5.78, -1.42)
H (-5.51, -3.76, 0.92)
H (-6.70, -4.37, -0.38)
H (-5.79, -3.00, -0.69)
H (-2.51, -5.04, -1.02)
H (-3.01, -4.82, 0.64)
H (-3.04, -3.48, -0.66)

As for the energy: -2899.8738 Ha. The structure (SMILES) is Fc1ccccc1.Fc1ccccc1.Fc1ccccc1.Fc1ccccc1.Fc1ccccc1.Fc1ccccc1.Fc1ccccc1.CC(C)=O.CC(C)=O.CC(C)=O. As for the energy above the lowest of the compared OMol25 structures with the same formula, charge and spin: 0.000 eV. As for the lowest unoccupied orbital energy: 0.388 eV. The charge is 0.



A structure of composition C35H26N5O4SZr, computed with ωB97M-V/def2-TZVPD.

CARTESIAN COORDINATES (ANGSTROEM)
Zr (0.07, -0.27, -0.37)
O (-2.73, 1.33, -2.13)
S (-1.66, 1.72, -1.27)
O (-1.64, 1.05, 0.05)
N (-0.20, 1.29, -1.80)
C (0.01, 1.06, -3.17)
C (-0.55, 1.78, -4.19)
C (-0.24, 1.49, -5.53)
C (0.63, 0.48, -5.85)
C (1.22, -0.29, -4.82)
C (2.11, -1.35, -5.06)
C (2.61, -2.06, -4.01)
C (2.21, -1.73, -2.71)
N (1.38, -0.74, -2.42)
C (0.89, -0.01, -3.47)
C (-1.63, 3.47, -1.06)
C (-2.66, 4.25, -1.58)
C (-2.55, 5.63, -1.50)
C (-1.43, 6.21, -0.92)
C (-0.42, 5.42, -0.40)
C (-0.51, 4.04, -0.47)
H (-1.23, 2.59, -3.96)
H (-0.69, 2.07, -6.32)
H (0.89, 0.27, -6.88)
H (2.39, -1.59, -6.08)
H (3.30, -2.88, -4.16)
H (2.59, -2.30, -1.88)
H (-3.51, 3.77, -2.04)
H (-3.34, 6.25, -1.90)
H (-1.35, 7.29, -0.87)
H (0.45, 5.87, 0.05)
H (0.28, 3.40, -0.08)
C (2.70, -1.89, 0.76)
N (1.38, -1.91, 0.10)
C (0.71, -3.03, -0.04)
C (-0.55, -3.03, -0.67)
C (-1.44, -4.06, -0.96)
C (-2.55, -3.48, -1.58)
C (-2.30, -2.11, -1.64)
N (-1.10, -1.82, -1.12)
C (2.67, -2.38, 2.19)
C (2.80, -3.73, 2.48)
C (2.74, -4.19, 3.79)
C (2.56, -3.29, 4.83)
C (2.45, -1.93, 4.55)
C (2.50, -1.48, 3.24)
H (3.05, -0.86, 0.73)
H (3.40, -2.50, 0.19)
H (1.11, -3.97, 0.33)
H (-1.30, -5.11, -0.74)
H (-3.43, -3.98, -1.94)
H (-2.94, -1.33, -2.03)
H (2.99, -4.44, 1.68)
H (2.84, -5.24, 4.00)
H (2.53, -3.64, 5.85)
H (2.34, -1.22, 5.36)
H (2.43, -0.42, 3.03)
O (-2.36, -1.76, 2.06)
C (-1.57, -0.91, 2.37)
N (-0.36, -0.67, 1.68)
C (0.08, 0.56, 2.00)
O (0.92, 1.10, 1.22)
C (-0.66, 1.08, 3.17)
C (-0.55, 2.24, 3.91)
C (-1.46, 2.42, 4.95)
C (-2.44, 1.48, 5.22)
C (-2.57, 0.32, 4.45)
C (-1.67, 0.14, 3.43)
H (0.21, 2.97, 3.70)
H (-1.40, 3.32, 5.55)
H (-3.13, 1.64, 6.04)
H (-3.34, -0.41, 4.65)

As for the energy: -2369.3230 Ha. As for the energy above the lowest of the compared OMol25 structures with the same formula, charge and spin: 0.939 eV. As for the lowest unoccupied orbital energy: -3.208 eV. The charge is +1.



A cluster of 2 separate species, C3O2 in total, computed with ωB97M-V/def2-TZVPD.

CARTESIAN COORDINATES (ANGSTROEM)
C (2.05, -1.55, 0.01)
C (-1.68, -0.40, -0.30)
C (1.18, -0.50, 0.01)
O (0.77, 0.55, 0.26)
O (-1.75, 0.72, -0.16)

As for the energy: -264.5911 Ha. As for the energy above the lowest of the compared OMol25 structures with the same formula, charge and spin: 4.239 eV. As for the lowest unoccupied orbital energy (alpha / beta): -2.570 / -2.580 eV. The charge is 0.



An isolated molecule of C8H12N2O2, computed with ωB97M-V/def2-TZVPD.

CARTESIAN COORDINATES (ANGSTROEM)
C (-0.57, 0.70, 2.21)
C (-0.20, -0.41, 1.58)
C (-0.05, -1.86, 2.20)
C (1.46, -2.03, 2.54)
C (0.09, -0.36, -0.11)
C (-0.09, 0.60, -1.38)
N (0.97, 0.84, -2.29)
C (0.49, 1.55, -3.35)
O (1.09, 1.93, -4.35)
N (-0.84, 1.82, -3.05)
C (-1.18, 1.26, -1.82)
O (-2.38, 1.42, -1.20)
H (-0.83, 1.54, 1.58)
H (-0.65, 0.68, 3.31)
H (-0.74, -1.92, 3.14)
H (-0.31, -2.59, 1.29)
H (2.02, -2.15, 1.68)
H (1.82, -2.84, 3.18)
H (1.80, -1.09, 3.02)
H (-0.60, -1.20, -0.56)
H (1.19, -0.76, -0.17)
H (1.83, 0.32, -2.12)
H (-1.41, 2.53, -3.67)
H (-2.91, 2.06, -1.67)

As for the energy: -571.9345 Ha. The structure (SMILES) is C=C(CC)Cc1[nH]c(=O)[nH]c1O. As for the energy above the lowest of the compared OMol25 structures with the same formula, charge and spin: 3.778 eV. As for the lowest unoccupied orbital energy: 0.395 eV. The charge is 0.



The lowest energy belongs to which entry? C62H58BBr3O10P



Among the records above, which one has the lowest energy? C62H58BBr3O10P